Density functional theory data (ωB97M-V/def2-TZVPD) for 4 unconnected molecules or ions with the total composition C3H12NO3S.

Geometry as XYZ:
```
20
Properties=species:S:1:pos:R:3:forces:R:3
C 0.420 0.001 -0.273 -0.03 -0.67 -0.02
C 1.894 -0.444 -0.104 -0.14 0.75 0.03
S 2.512 -0.965 -1.721 -2.96 -3.29 0.30
N -0.375 -0.078 0.936 -0.80 0.48 0.94
C -1.860 0.132 0.667 -1.36 0.34 0.14
O -2.484 -0.863 -0.014 1.10 0.53 0.00
H -0.050 -0.626 -1.046 0.24 0.09 -0.02
H 0.433 1.030 -0.649 -0.30 -0.05 0.10
H 2.588 0.378 0.151 -0.51 -0.05 -0.03
H 1.998 -1.138 0.734 0.08 -0.38 -0.49
H 1.104 -2.234 -1.777 3.12 2.62 -0.23
H -0.519 -1.015 1.324 1.15 -0.13 -0.52
H -1.978 1.110 0.140 0.39 -0.03 0.27
H -2.349 0.245 1.673 0.66 0.16 -0.21
H -1.471 0.135 -2.690 -0.01 -0.04 0.12
H -2.343 -0.163 -1.381 -0.36 -0.69 -0.34
O -2.361 0.211 -2.337 0.03 0.36 -0.20
H 0.995 0.929 1.970 0.05 0.19 0.41
H 2.113 2.007 1.907 -0.07 0.02 -0.02
O 1.734 1.345 2.490 -0.27 -0.20 -0.24
```
Positions in Å, forces in eV/Å.

Summary:
Energy above the lowest of the compared OMol25 structures with the same formula, charge and spin in eV: 2.470
HOMO in eV: -3.879
Lowest unoccupied orbital energy in hartree: 0.08523
Frontier orbital gap in Ha: 0.228
Net charge: -1

=====

Density functional theory data (ωB97M-V/def2-TZVPD) for a molecular structure, C22H22AsN2O4S4Y.

Geometry as XYZ:
```
56
Properties=species:S:1:pos:R:3:forces:R:3
Y -0.443 -1.273 -0.055 -1.58 -0.50 -1.05
N -0.602 -1.455 2.467 -0.12 -0.13 0.32
C 0.756 -1.537 3.026 0.48 -0.20 -0.37
C 1.818 -1.815 1.909 0.49 -0.05 1.65
O 2.950 -2.078 2.252 0.00 -0.06 0.04
O 1.399 -1.696 0.707 0.88 -0.35 -0.08
H -1.187 -0.836 3.028 0.08 -0.18 -0.31
H -1.042 -2.377 2.496 0.00 0.32 -0.03
H 0.859 -2.305 3.800 0.02 0.12 -0.15
H 1.028 -0.580 3.477 -0.04 -0.11 -0.07
S -0.370 -2.365 -2.452 0.56 -0.42 -0.35
S -2.268 -1.780 -2.985 -0.52 -0.09 -0.06
S -3.498 -2.192 -1.398 -0.12 -0.37 -0.34
S -3.037 -0.804 0.045 -0.73 0.55 0.44
C -1.334 6.320 0.250 -0.04 0.08 -0.01
C -0.143 5.832 0.758 0.05 0.06 0.02
C 0.082 4.465 0.825 0.11 -0.49 0.03
C -0.895 3.579 0.385 -0.36 -0.24 0.23
C -2.088 4.079 -0.132 0.01 -0.39 0.01
C -2.304 5.444 -0.210 0.00 0.01 -0.01
As -0.795 1.588 0.568 0.38 1.87 -0.19
C -0.493 1.285 -1.346 0.38 -0.21 -0.20
C -1.447 1.329 -2.353 -0.10 0.03 0.14
C -1.058 1.173 -3.676 0.13 0.21 0.17
C 0.277 0.963 -3.986 -0.05 0.03 0.09
C 1.237 0.907 -2.990 0.09 0.07 0.19
C 0.872 1.074 -1.657 -0.52 0.12 -0.20
C 1.770 1.110 -0.496 0.04 0.24 0.45
C 3.144 0.893 -0.505 -0.03 0.00 -0.12
C 3.868 0.990 0.670 0.10 -0.04 -0.17
C 3.242 1.294 1.867 -0.03 0.09 0.15
C 1.875 1.515 1.893 -0.18 -0.03 0.08
C 1.137 1.420 0.724 0.16 -0.09 -0.34
H -1.511 7.386 0.221 0.01 0.06 -0.04
H 0.613 6.518 1.116 0.03 -0.01 -0.01
H 1.022 4.089 1.215 -0.04 0.03 0.02
H -2.847 3.377 -0.470 -0.04 0.17 0.02
H -3.231 5.825 -0.613 -0.06 -0.01 -0.02
H -2.494 1.466 -2.102 0.09 -0.09 -0.04
H -1.799 1.205 -4.459 -0.08 -0.02 -0.06
H 0.569 0.836 -5.017 0.05 -0.04 -0.08
H 2.272 0.741 -3.252 0.09 -0.03 -0.02
H 3.648 0.636 -1.428 0.00 0.02 0.00
H 4.937 0.824 0.654 0.00 -0.07 0.01
H 3.816 1.341 2.782 0.03 0.04 0.03
H 1.371 1.765 2.820 0.07 -0.03 0.08
N -0.841 -7.024 0.193 -0.11 -0.27 0.06
C -1.555 -5.817 -0.199 0.01 0.23 0.05
C -0.793 -4.618 0.340 -0.26 -0.07 -0.03
O 0.438 -4.845 0.729 0.40 0.03 0.01
O -1.289 -3.510 0.437 0.32 -0.05 0.12
H -1.031 -7.800 -0.429 0.04 0.09 0.03
H -1.107 -7.305 1.131 0.00 -0.10 -0.10
H 0.661 -5.793 0.577 -0.36 0.18 -0.07
H -2.597 -5.742 0.141 0.24 0.02 -0.07
H -1.560 -5.722 -1.290 0.02 0.10 0.13
```
Positions in Å, forces in eV/Å.

Summary:
HOMO in eV: -6.859
Lowest unoccupied orbital energy in hartree: -0.00361
Frontier orbital gap in Ha: 0.248

=====

Density functional theory data (ωB97M-V/def2-TZVPD) for a molecular structure, C15H15N6O9Pb.

Geometry as XYZ:
```
46
Properties=species:S:1:pos:R:3:forces:R:3
Pb 0.186 -0.201 -0.462 0.07 0.03 -0.05
O -3.346 1.976 1.896 0.02 0.01 -0.03
C -3.509 1.722 3.283 -0.01 -0.02 -0.01
N -2.585 2.429 4.129 0.00 0.01 0.01
C -1.398 1.972 4.629 0.03 0.08 -0.08
O -0.825 2.511 5.547 -0.01 -0.03 0.04
C -0.753 0.787 3.956 -0.01 -0.03 0.02
C -0.103 -0.167 4.728 0.00 0.00 -0.01
C 0.582 -1.192 4.096 0.01 0.00 0.00
C 0.628 -1.208 2.714 0.00 0.00 0.00
N 0.028 -0.272 1.969 -0.03 0.00 0.01
C -0.654 0.704 2.580 0.01 0.02 0.00
H -3.535 2.913 1.733 -0.02 -0.01 0.03
H -3.378 0.649 3.408 0.00 -0.01 0.00
H -4.519 1.987 3.597 0.00 0.00 0.00
H -2.910 3.272 4.581 0.00 0.00 0.01
H -0.129 -0.088 5.807 0.00 0.00 0.00
H 1.093 -1.959 4.660 0.00 0.00 0.00
H 1.172 -1.981 2.182 0.00 -0.01 0.00
H -1.103 1.451 1.939 0.00 -0.02 0.01
O 3.796 1.298 1.194 0.01 0.02 -0.06
C 2.939 0.753 0.721 -0.02 -0.06 0.10
N -2.786 -1.550 0.008 -0.01 0.01 0.02
N -2.288 -0.223 -0.219 -0.03 -0.03 -0.03
H -3.800 -1.546 0.060 0.00 0.01 0.01
H -2.438 -1.863 0.907 0.01 0.00 -0.01
H -2.657 0.474 0.434 0.03 0.02 0.01
H -2.597 0.062 -1.144 -0.03 -0.03 0.00
O 1.416 2.375 -1.126 0.02 0.00 0.00
C 0.383 2.712 -0.569 -0.07 -0.01 0.03
O -0.524 1.853 -0.186 0.00 0.06 0.00
C 0.050 4.131 -0.234 0.00 0.00 0.00
C -1.094 4.387 0.508 0.02 -0.01 0.00
C -1.398 5.686 0.850 0.00 0.00 0.00
C -0.605 6.755 0.477 0.00 0.00 0.00
C 0.524 6.461 -0.264 0.01 0.00 0.00
C 0.877 5.175 -0.627 0.00 0.00 0.00
N 1.399 7.583 -0.681 -0.01 0.00 -0.03
O 1.063 8.695 -0.345 0.01 0.00 0.01
O 2.382 7.299 -1.328 0.01 0.00 0.01
N -2.609 5.934 1.656 0.01 0.01 0.00
O -3.301 4.966 1.949 0.00 -0.01 0.00
O -2.844 7.066 1.985 0.00 0.00 0.00
H -1.727 3.573 0.817 0.00 0.01 0.00
H -0.846 7.772 0.749 0.00 0.00 0.00
H 1.774 4.991 -1.201 0.00 0.00 0.00
```
Positions in Å, forces in eV/Å.

Summary:
Energy above the lowest of the compared OMol25 structures with the same formula, charge and spin in eV: 0.000
HOMO in eV: -13.172
Lowest unoccupied orbital energy in hartree: -0.13192
Frontier orbital gap in Ha: 0.352
Net charge: +1

=====

Density functional theory data (ωB97M-V/def2-TZVPD) for a molecular structure, C3H12NO2PSi2.

Geometry as XYZ:
```
21
Properties=species:S:1:pos:R:3:forces:R:3
C 0.582 -2.523 -0.207 0.04 0.05 0.26
P 0.118 -1.303 -1.504 -0.16 -0.14 -0.34
O 1.607 -0.779 -2.040 0.30 0.05 0.20
Si -0.532 0.403 -0.153 0.36 0.07 0.10
C 0.827 1.706 -0.110 0.09 -0.02 -0.10
C 1.918 1.253 0.808 0.12 0.02 -0.24
N 1.796 1.298 2.063 0.01 0.01 0.32
O -1.944 1.067 -0.691 -0.01 -0.21 0.20
Si -3.430 0.566 -0.162 -0.13 0.11 -0.14
H 0.935 -2.078 0.728 0.01 -0.05 -0.06
H -0.306 -3.122 0.016 0.11 0.00 0.03
H 1.361 -3.182 -0.598 -0.15 -0.02 -0.06
H 2.275 -0.714 -1.342 -0.16 0.04 -0.16
H -0.711 -0.130 1.220 -0.15 0.05 0.01
H 0.407 2.649 0.251 -0.04 -0.10 0.00
H 1.221 1.843 -1.120 -0.09 0.08 0.04
H 2.833 0.867 0.338 -0.04 0.00 -0.06
H 2.633 0.947 2.525 -0.04 0.02 0.00
H -4.386 0.739 -1.268 -0.05 0.03 0.03
H -3.376 -0.863 0.225 0.03 0.00 -0.02
H -3.826 1.357 1.019 -0.05 0.01 -0.02
```
Positions in Å, forces in eV/Å.

Summary:
Energy above the lowest of the compared OMol25 structures with the same formula, charge and spin in eV: 0.000
HOMO in eV: -8.509
Lowest unoccupied orbital energy in hartree: 0.02104
Frontier orbital gap in Ha: 0.334

=====

Density functional theory data (ωB97M-V/def2-TZVPD) for a molecular structure, C33H33BBrCl4F4GeN3OTc.

Geometry as XYZ:
```
82
Properties=species:S:1:pos:R:3:forces:R:3
Tc 1.762 0.687 1.764 -0.16 0.50 -0.67
Br 2.007 0.891 4.335 0.05 0.12 0.10
C 3.931 0.756 4.362 0.14 -0.07 -0.07
C 4.539 0.528 5.568 -0.07 0.02 -0.07
C 5.915 0.253 5.594 0.00 0.00 -0.03
C 6.608 0.134 4.419 -0.05 0.02 0.05
C 5.971 0.364 3.183 -0.20 0.06 0.03
C 6.650 0.124 1.962 0.00 -0.01 -0.01
C 6.026 0.255 0.747 -0.06 0.01 -0.03
C 4.740 0.785 0.701 -0.04 0.07 -0.13
C 3.996 1.121 1.861 -0.05 0.12 0.05
C 4.610 0.764 3.136 0.01 0.00 0.14
H 3.970 0.534 6.487 -0.03 0.00 0.05
H 6.402 0.084 6.542 0.02 -0.01 0.05
H 7.650 -0.154 4.424 0.04 -0.01 0.00
H 7.683 -0.197 2.010 0.03 0.00 -0.01
H 6.545 0.020 -0.171 0.01 -0.01 -0.03
H 4.305 0.999 -0.267 0.00 0.04 -0.03
Cl 4.661 4.167 3.187 -0.02 -0.09 -0.04
Ge 3.664 3.120 1.657 0.06 0.01 0.07
Cl 4.069 3.896 -0.251 0.02 -0.11 0.08
Cl 1.520 3.398 1.974 0.08 0.04 -0.02
F 1.813 1.139 -0.129 0.04 0.05 0.45
B 1.740 0.168 -1.877 -0.14 -0.02 -0.30
F 1.196 1.165 -2.551 -0.02 0.04 0.07
F 0.965 -0.824 -1.438 -0.11 -0.09 0.14
F 3.046 -0.064 -1.962 0.25 0.00 0.06
C -2.335 -0.427 -2.502 -0.05 0.00 -0.06
C -3.210 -1.041 -1.409 0.01 0.07 0.00
C -2.290 -1.751 -0.389 -0.02 0.02 -0.01
C -4.074 -2.126 -2.070 -0.04 0.01 -0.01
C -4.135 0.019 -0.704 -0.09 0.15 -0.15
O -4.745 -0.579 0.433 0.06 -0.14 0.19
C -5.291 0.582 -1.596 -0.02 0.07 0.03
C -5.215 1.978 -2.247 -0.23 0.02 0.13
C -4.276 2.119 -3.404 0.40 0.07 -0.59
C -3.117 2.906 -3.323 -0.75 -0.45 0.10
C -2.229 2.978 -4.374 -0.09 -0.42 -0.83
C -2.510 2.265 -5.546 -0.35 0.07 0.59
Cl -1.404 2.333 -6.856 0.27 0.02 -0.31
C -3.685 1.517 -5.678 0.69 0.37 0.00
C -4.554 1.452 -4.613 0.04 0.32 0.80
C -3.409 1.244 -0.114 -0.20 0.01 -0.21
N -2.314 0.952 0.799 0.55 0.04 0.17
C -1.018 1.070 0.558 -0.21 0.04 -0.32
N -0.340 0.652 1.625 0.15 0.22 0.07
C -1.313 0.302 2.513 -0.27 -0.09 0.10
N -2.514 0.490 2.044 -0.02 -0.19 0.21
H -1.652 -1.187 -2.880 0.04 -0.06 -0.03
H -1.723 0.402 -2.144 0.05 0.06 0.03
H -2.921 -0.062 -3.344 0.00 0.02 0.01
H -2.065 -2.754 -0.747 0.03 -0.04 -0.02
H -2.755 -1.844 0.590 -0.05 -0.03 0.04
H -1.329 -1.247 -0.287 0.03 0.03 0.03
H -3.425 -2.915 -2.445 0.04 -0.03 -0.03
H -4.641 -1.753 -2.921 0.02 -0.01 0.00
H -4.770 -2.601 -1.377 -0.03 -0.03 0.06
H -5.290 -1.322 0.148 -0.01 0.04 -0.01
H -6.150 0.613 -0.923 0.01 0.00 -0.01
H -5.545 -0.141 -2.370 0.04 0.03 0.02
H -5.007 2.751 -1.504 -0.01 -0.01 0.01
H -6.228 2.187 -2.604 0.05 0.00 0.06
H -2.923 3.489 -2.430 -0.02 0.03 0.09
H -1.337 3.584 -4.311 0.06 0.01 -0.05
H -3.899 1.004 -6.603 0.03 0.00 -0.06
H -5.464 0.874 -4.712 -0.07 -0.02 0.04
H -4.131 1.828 0.457 0.00 -0.05 -0.07
H -2.986 1.866 -0.901 -0.05 -0.08 0.00
H -0.592 1.413 -0.369 0.01 0.05 -0.05
H -1.122 -0.090 3.496 -0.01 0.00 0.08
C 1.908 -0.990 1.706 0.20 -1.27 0.09
C 1.960 -2.409 1.679 0.03 0.42 -0.12
C 1.670 -3.137 2.842 -0.04 -0.16 0.15
C 1.711 -4.518 2.801 -0.03 0.19 0.11
C 2.038 -5.165 1.616 0.01 -0.05 -0.03
C 2.328 -4.448 0.463 0.01 0.29 -0.07
C 2.290 -3.063 0.482 0.04 -0.23 -0.05
H 1.415 -2.617 3.755 -0.02 0.00 0.06
H 1.487 -5.096 3.686 -0.01 0.02 0.04
H 2.067 -6.246 1.592 0.00 -0.02 0.00
H 2.578 -4.970 -0.449 0.01 0.02 -0.04
H 2.499 -2.484 -0.405 0.02 0.00 -0.08
```
Positions in Å, forces in eV/Å.

Summary:
Energy above the lowest of the compared OMol25 structures with the same formula, charge and spin in eV: 0.000
Multiplicity: 2
HOMO (spin up / spin down) in eV: -12.157 / -12.157
<S²>: 0.7712
Lowest unoccupied orbital energy (spin up / spin down) in hartree: -0.28210 / -0.29043
Frontier orbital gap (spin up / spin down) in Ha: 0.165 / 0.156
Net charge: +2

=====

Density functional theory data (ωB97M-V/def2-TZVPD) for a molecular structure, C15H23ClN3O9P2Y.

Geometry as XYZ:
```
54
Properties=species:S:1:pos:R:3:forces:R:3
C 0.021 -0.083 -5.070 -1.03 0.08 -0.45
C 0.325 0.045 -3.631 4.45 -0.17 1.35
H 0.974 -0.023 -5.622 -0.19 -0.02 0.50
H -0.647 0.723 -5.414 0.11 -0.29 0.27
H -0.470 -1.051 -5.276 0.10 0.37 0.25
O 1.305 0.081 -2.983 -4.22 0.02 -1.57
Cl -1.683 0.042 -2.360 0.42 -0.19 -1.58
Y -1.230 -0.023 0.144 0.49 0.05 1.48
P -0.203 2.507 -0.491 -0.22 0.86 0.25
C 1.117 3.435 0.316 0.42 0.00 0.26
C -0.214 3.210 -2.165 -0.06 -0.04 -0.23
H -0.263 4.305 -2.099 0.05 -0.25 -0.09
H -1.666 4.336 0.016 -0.22 -0.26 0.16
H -1.062 2.840 -2.746 0.00 0.13 0.12
H -2.614 2.830 -0.122 0.05 0.16 -0.01
H 2.047 3.297 -0.245 -0.07 0.08 0.10
H 0.702 2.920 -2.684 0.04 0.15 0.04
C -1.684 3.265 0.267 -0.22 0.19 -0.04
H 0.865 4.506 0.345 0.07 -0.32 -0.09
H -1.675 3.150 1.357 0.09 0.04 -0.21
H 1.286 3.075 1.339 -0.07 0.10 -0.28
P -0.079 -2.599 0.053 -0.61 -1.46 -0.02
C 1.370 -3.241 0.950 0.08 0.42 0.05
C -1.421 -3.678 0.675 -0.22 -0.13 0.05
H -0.633 -2.896 -2.310 0.18 -0.21 0.18
H 0.030 -4.386 -1.555 0.13 0.28 -0.16
H 1.128 -3.035 -2.012 -0.20 -0.14 0.01
C 0.133 -3.295 -1.629 0.04 0.28 -0.07
H -2.384 -3.415 0.209 0.30 -0.14 0.16
H -1.168 -4.721 0.418 -0.19 0.35 0.20
H 1.316 -4.334 1.004 0.03 0.21 -0.06
H 1.372 -2.823 1.963 0.12 -0.15 -0.13
H -1.526 -3.585 1.767 0.03 -0.05 -0.33
H 2.286 -2.935 0.430 -0.11 -0.11 0.21
C 1.258 -0.074 -0.065 4.13 1.03 -0.28
O 2.399 0.054 -0.159 -3.53 -0.61 0.38
O -3.120 -0.338 7.828 2.14 1.31 -1.31
N -2.121 0.333 7.476 -1.32 -0.17 3.28
O -1.388 0.943 8.284 -1.27 -1.20 -2.19
C -1.809 0.408 6.058 0.17 0.08 -1.53
C -2.580 -0.262 5.092 0.18 0.11 1.38
C -2.194 -0.243 3.747 0.84 0.95 -0.15
C -1.007 0.497 3.353 0.16 0.04 -0.61
O -0.615 0.663 2.129 -0.76 -0.71 -0.26
C -0.260 1.143 4.376 -0.99 -0.07 0.10
C -0.709 1.208 5.685 -0.12 -0.79 -0.34
N 0.873 1.982 4.002 2.04 2.35 0.58
O 1.090 2.944 4.779 -0.52 -2.08 -1.77
O 1.583 1.752 3.005 -1.47 -0.14 1.73
N -3.037 -0.884 2.787 -2.08 -1.86 -0.01
O -3.958 -1.615 3.171 2.32 1.96 -0.96
O -2.855 -0.747 1.504 0.07 0.07 1.63
H -3.491 -0.777 5.412 0.39 0.08 -0.11
H -0.207 1.848 6.398 0.03 -0.19 0.11
```
Positions in Å, forces in eV/Å.

Summary:
Energy above the lowest of the compared OMol25 structures with the same formula, charge and spin in eV: 0.000
HOMO (spin up / spin down) in eV: -15.063 / -15.064
Lowest unoccupied orbital energy (spin up / spin down) in hartree: -0.29846 / -0.29845
Frontier orbital gap (spin up / spin down) in Ha: 0.255 / 0.255
Net charge: +2

=====

Density functional theory data (ωB97M-V/def2-TZVPD) for 2 unconnected molecules or ions with the total composition C3H2N2O.

Geometry as XYZ:
```
8
Properties=species:S:1:pos:R:3:forces:R:3
N 2.117 1.508 1.411 0.57 0.20 0.23
C 1.479 1.018 0.597 0.90 0.45 0.58
C 0.522 0.483 -0.234 -2.47 -0.62 1.08
N -0.713 0.057 0.160 2.09 3.04 -1.59
C -0.411 0.218 -1.211 -0.37 -1.02 -0.18
O -0.807 0.029 -2.300 -0.29 0.23 -0.89
H -1.238 -1.921 0.948 -1.21 -3.01 1.45
H -0.949 -1.391 0.629 0.78 0.73 -0.69
```
Positions in Å, forces in eV/Å.

Summary:
Structure (SMILES): N#Cc1nc1=O.[H][H]
Energy above the lowest of the compared OMol25 structures with the same formula, charge and spin in eV: 3.877
HOMO in eV: -10.927
Lowest unoccupied orbital energy in hartree: -0.06920
Frontier orbital gap in Ha: 0.332

=====

Density functional theory data (ωB97M-V/def2-TZVPD) for a single H2N2O3 molecule.

Geometry as XYZ:
```
7
Properties=species:S:1:pos:R:3:forces:R:3
N 1.109 -0.252 0.298 1.70 1.40 1.78
O -0.058 -0.890 -0.076 -1.79 -0.88 -0.75
N -1.146 -0.052 -0.128 2.05 6.69 0.42
O -0.683 1.443 -0.070 -2.42 -5.89 -0.31
O -2.266 -0.431 -0.152 2.45 -0.28 -0.11
H 2.002 -0.578 -0.077 -1.24 -0.87 -0.82
H 1.041 0.759 0.206 -0.74 -0.18 -0.21
```
Positions in Å, forces in eV/Å.

Summary:
Structure (SMILES): NO[N+](=O)[O-]
Energy above the lowest of the compared OMol25 structures with the same formula, charge and spin in eV: 3.081
HOMO (spin up / spin down) in eV: -10.276 / -10.275
Lowest unoccupied orbital energy (spin up / spin down) in hartree: -0.03231 / -0.03232
Frontier orbital gap (spin up / spin down) in Ha: 0.345 / 0.345

=====

| no. | F_max (eV Å⁻¹) |
| --- | --- |
| 1 | 4.44 |
| 2 | 1.96 |
| 3 | 0.12 |
| 4 | 0.39 |
| 5 | 1.29 |
| 6 | 4.65 |
| 7 | 4.02 |
| 8 | 7.01 |